(1)
91
Properties=species:S:1:pos:R:3:forces:R:3:lowdin_charge:R:1 method="wB97M-V/def2-TZVPD" orbital_gap_ev=5.94 fmax_ha_per_bohr=0.0107 total_charge=+1 homo_energy_ha=-0.34639 e_lumo_ev=-3.49
Ni 0.342 -0.422 1.228 0.2 -0.4 0.0 0.207
O 6.945 -3.734 1.073 0.0 0.0 0.0 0.129
C 6.634 -3.167 2.257 -0.1 -0.1 0.0 -0.479
O 7.316 -3.346 3.222 0.1 0.0 0.0 0.145
C 5.386 -2.334 2.295 0.0 0.1 0.0 -0.124
C 5.322 -1.314 3.243 0.0 0.0 -0.1 0.012
C 4.199 -0.517 3.342 0.0 -0.1 0.0 0.008
C 3.110 -0.752 2.502 -0.1 0.0 0.0 -0.217
C 3.159 -1.791 1.580 0.1 0.1 0.1 -0.004
C 4.297 -2.571 1.468 0.0 0.0 0.0 0.000
N 1.901 0.003 2.533 -0.1 0.5 0.1 0.067
C 1.804 1.078 3.220 0.0 -0.3 -0.2 -0.028
C 0.540 1.825 3.269 -0.1 0.0 0.0 -0.252
C 0.388 2.899 4.133 -0.1 -0.1 -0.1 0.010
C -0.858 3.512 4.205 0.0 0.0 0.0 -0.027
C -1.890 3.019 3.429 0.0 0.0 0.0 -0.038
C -1.637 1.955 2.569 0.2 0.0 0.0 -0.178
N -0.445 1.375 2.474 -0.1 0.1 0.3 0.075
H 6.389 -3.382 0.369 0.0 0.0 0.0 0.102
H 6.166 -1.163 3.902 0.0 0.0 0.0 0.131
H 4.185 0.262 4.091 0.0 0.0 0.0 0.108
H 2.305 -1.963 0.939 0.0 0.0 0.0 0.073
H 4.306 -3.382 0.749 0.0 0.0 0.0 0.121
H 2.625 1.483 3.807 0.1 -0.1 0.0 0.129
H 1.216 3.240 4.739 0.0 0.0 0.0 0.122
H -1.016 4.354 4.865 0.0 0.0 0.0 0.119
H -2.878 3.455 3.462 0.0 0.0 0.0 0.117
H -2.417 1.570 1.922 0.0 0.0 0.0 0.096
N -0.637 -1.486 2.665 -0.1 0.0 0.1 0.047
C -1.518 -2.556 2.230 0.0 0.0 -0.1 -0.280
C -2.069 -3.457 3.131 0.0 0.0 -0.1 -0.017
C -2.906 -4.454 2.661 0.0 0.0 0.0 -0.054
C -3.187 -4.555 1.302 0.0 0.0 0.0 -0.056
C -2.623 -3.662 0.410 0.0 0.0 0.0 -0.068
C -1.786 -2.646 0.870 0.0 0.0 0.1 -0.288
P -0.852 -1.509 -0.199 0.0 0.1 0.1 1.111
C -2.038 -0.577 -1.202 0.0 0.0 0.0 -0.325
C -1.530 0.313 -2.150 0.0 0.0 0.0 -0.116
C -2.391 1.002 -2.988 0.0 0.0 0.0 -0.080
C -3.764 0.845 -2.857 0.0 0.0 0.0 -0.080
C -4.276 0.000 -1.884 0.0 0.0 0.0 -0.070
C -3.416 -0.719 -1.064 0.0 0.0 0.0 -0.072
C -0.064 -2.699 -1.330 0.0 0.0 0.0 -0.346
C -0.176 -2.641 -2.714 0.0 0.0 0.0 -0.066
C 0.497 -3.564 -3.505 0.0 0.0 0.0 -0.060
C 1.280 -4.546 -2.922 0.0 0.0 0.0 -0.067
C 1.381 -4.620 -1.538 0.0 0.0 0.0 -0.068
C 0.713 -3.703 -0.747 0.0 0.0 0.0 -0.107
H -1.186 -0.771 3.135 0.0 0.0 0.0 0.104
H 0.025 -1.830 3.355 0.0 -0.1 0.0 0.118
H -1.844 -3.378 4.188 0.0 0.0 0.0 0.119
H -3.337 -5.163 3.356 0.0 0.0 0.0 0.114
H -3.834 -5.343 0.942 0.0 0.0 0.0 0.114
H -2.811 -3.763 -0.652 0.0 0.0 0.0 0.123
H -0.459 0.467 -2.229 0.0 0.0 0.0 0.101
H -1.992 1.674 -3.737 0.0 0.0 0.0 0.107
H -4.435 1.384 -3.514 0.0 0.0 0.0 0.110
H -5.345 -0.119 -1.771 0.0 0.0 0.0 0.110
H -3.829 -1.387 -0.320 0.0 0.0 0.0 0.098
H -0.782 -1.879 -3.184 0.0 0.0 0.0 0.100
H 0.404 -3.512 -4.582 0.0 0.0 0.0 0.111
H 1.805 -5.261 -3.542 0.0 0.0 0.0 0.110
H 1.975 -5.399 -1.077 0.0 0.0 0.0 0.109
H 0.785 -3.778 0.333 0.0 0.0 0.0 0.107
Br 3.888 2.868 -3.281 0.0 0.0 0.0 0.733
C 2.899 1.883 -1.997 0.0 0.0 0.0 -0.707
C 2.298 2.546 -0.942 0.0 0.0 -0.1 -0.147
C 1.525 1.831 -0.042 -0.1 -0.1 0.1 -0.143
C 1.338 0.448 -0.140 0.1 0.1 -0.2 -0.221
C 2.004 -0.184 -1.193 0.0 -0.2 0.1 -0.130
C 2.768 0.513 -2.124 0.0 0.0 0.0 -0.125
H 2.411 3.617 -0.833 0.0 0.0 0.0 0.103
H 1.036 2.400 0.735 0.0 0.0 0.0 0.049
H 1.952 -1.260 -1.319 0.0 0.1 0.0 0.079
H 3.253 -0.011 -2.936 0.0 0.0 0.0 0.103
C 0.027 4.241 -3.090 0.0 0.0 0.0 -0.034
N -1.417 4.354 -3.027 -0.1 0.0 0.0 -0.130
C -2.243 4.715 -4.070 -0.1 0.0 -0.1 -0.046
C -3.511 4.666 -3.609 0.1 0.0 -0.1 -0.046
N -3.446 4.274 -2.289 0.0 0.0 0.0 -0.129
C -4.572 4.071 -1.401 0.0 0.0 0.0 -0.040
C -2.159 4.077 -1.929 0.2 -0.1 0.1 -0.741
Se -1.537 3.475 -0.309 -0.1 0.1 0.1 0.701
H 0.386 4.811 -3.942 0.0 0.0 0.0 0.098
H 0.327 3.196 -3.188 0.0 0.0 0.0 0.086
H 0.452 4.633 -2.168 0.0 0.0 0.0 0.068
H -1.855 4.987 -5.035 0.0 0.0 0.0 0.125
H -4.445 4.888 -4.093 0.0 0.0 0.0 0.124
H -5.479 4.364 -1.924 0.0 0.0 0.0 0.095
H -4.445 4.677 -0.506 0.0 0.0 0.0 0.084
H -4.627 3.022 -1.110 0.0 0.0 0.0 0.073

---

(2)
14
Properties=species:S:1:pos:R:3:forces:R:3:lowdin_charge:R:1 method="wB97M-V/def2-TZVPD" orbital_gap_ev=8.59 fmax_ha_per_bohr=0.1170 total_charge=-1 homo_energy_ha=-0.16320 e_lumo_ev=4.14
C -1.647 -0.057 0.186 2.0 -1.6 0.3 -0.101
C -0.360 -0.920 -0.253 -0.3 2.1 0.0 -0.430
O -0.356 -2.210 0.347 0.5 0.0 0.3 -0.118
P 1.289 0.096 0.052 -1.9 -0.2 -5.4 0.175
N 0.812 1.741 -0.159 -0.3 0.8 0.5 -0.109
O 1.663 -0.115 1.399 1.1 -0.7 5.9 -0.344
O 2.285 -0.218 -1.004 0.1 -0.4 -0.9 -0.416
H -1.663 0.214 1.256 0.0 -0.4 -0.4 0.073
H -1.507 0.828 -0.353 -0.1 1.6 -0.8 0.005
H -2.548 -0.526 -0.161 -0.6 -0.4 0.1 0.042
H -0.407 -0.993 -1.375 -0.1 -0.4 0.9 0.101
H 0.335 -2.248 1.043 -0.4 0.5 -0.6 0.079
H 1.639 2.295 0.061 -0.2 -0.1 0.1 0.021
H 0.465 2.112 -1.040 0.2 -0.7 0.0 0.023

---

(3)
25
Properties=species:S:1:pos:R:3:forces:R:3:lowdin_charge:R:1 method="wB97M-V/def2-TZVPD" orbital_gap_ev=8.69 fmax_ha_per_bohr=0.0923 total_charge=0 homo_energy_ha=-0.28697 e_lumo_ev=0.88
C 1.316 0.256 -0.684 2.4 1.0 1.5 -0.314
C 0.372 1.218 0.687 1.3 -2.5 -2.9 0.034
C -2.461 -1.043 -0.471 -0.2 0.2 -0.4 -0.078
C -1.527 -0.745 1.755 0.2 0.0 0.1 -0.072
C 2.437 1.233 -1.005 0.1 -0.3 0.0 -0.102
C 1.804 -1.002 0.010 0.1 0.1 0.0 -0.096
N -1.375 -0.521 0.331 0.5 -0.1 -0.5 -0.183
C -0.658 0.588 -0.161 -3.9 2.2 1.5 -0.548
N -1.035 1.362 -1.159 -0.1 -0.7 0.6 0.076
H 0.920 -0.065 -1.650 -1.0 0.6 0.5 0.126
H -2.022 1.277 -1.399 0.3 -0.6 -0.2 0.019
H 0.909 0.781 1.519 -0.5 -0.2 0.1 0.077
H 0.343 2.302 0.660 0.4 -0.3 -0.5 0.101
H -3.206 -0.275 -0.706 0.1 0.0 -0.2 0.077
H -2.070 -1.478 -1.395 -0.2 0.2 0.0 0.092
H -2.310 -0.107 2.192 0.1 0.0 0.0 0.095
H -3.029 -1.814 0.054 0.4 0.0 0.2 0.081
H -0.581 -0.572 2.262 -0.1 0.1 0.1 0.072
H -1.799 -1.787 1.934 0.0 0.1 -0.1 0.084
H 0.972 -1.671 0.224 0.0 0.0 0.2 0.070
H 3.012 1.472 -0.109 -0.1 0.2 0.0 0.077
H 2.014 2.134 -1.444 0.1 0.1 0.0 0.078
H 3.134 0.778 -1.711 0.0 0.0 -0.2 0.075
H 2.360 -0.779 0.922 0.0 0.0 0.1 0.077
H 2.479 -1.544 -0.655 0.0 0.0 -0.1 0.082

---

(4)
91
Properties=species:S:1:pos:R:3:forces:R:3:lowdin_charge:R:1 method="wB97M-V/def2-TZVPD" orbital_gap_ev=8.58 fmax_ha_per_bohr=0.0419 total_charge=0 homo_energy_ha=-0.30005 e_lumo_ev=0.41
C -1.472 -1.746 3.012 0.3 1.0 0.3 -0.108
C -1.860 -0.554 3.917 -1.3 -1.0 -0.3 -0.221
C -3.401 -0.622 4.217 1.2 0.8 -0.6 -0.162
C -4.129 0.389 3.351 -0.9 -0.6 0.3 -0.214
O -3.697 1.707 3.653 0.9 -0.4 0.5 -0.175
O -4.554 2.592 2.978 -1.3 1.3 -0.5 -0.288
S -3.508 3.445 1.969 0.8 -0.6 -0.8 0.938
O -2.555 4.058 2.838 0.4 0.5 0.6 -0.353
O -4.431 4.655 1.400 -0.2 -1.0 0.6 -0.294
C -4.436 4.649 -0.043 -0.1 0.9 -0.9 -0.245
C -3.229 5.359 -0.684 -0.1 -0.7 -0.3 -0.164
C -2.084 4.412 -1.126 -0.1 0.4 0.4 -0.167
C -1.007 4.190 -0.053 -0.2 -0.1 -1.0 -0.190
N 0.357 3.952 -0.625 0.3 -0.8 2.0 -0.082
C 1.262 3.977 0.556 -0.2 0.1 -0.1 -0.082
C 0.341 2.635 -1.169 0.8 0.0 0.1 -0.473
C 0.903 1.425 -0.415 -0.2 0.1 0.1 0.001
O -0.104 2.489 -2.268 -1.1 -0.4 -1.2 0.076
H -0.384 -1.809 2.959 -0.1 -0.4 -0.1 0.069
H -1.826 -1.520 2.003 -0.1 -0.3 0.0 0.044
H -1.925 -2.666 3.378 0.2 -0.1 -0.1 0.070
H -1.688 0.354 3.339 0.4 0.2 0.5 0.095
H -1.341 -0.579 4.871 0.4 0.2 -0.2 0.103
H -3.757 -1.596 3.882 -0.2 -0.1 0.3 0.106
H -3.586 -0.477 5.279 -0.2 0.0 0.0 0.113
H -3.948 0.133 2.301 -0.1 0.3 -0.1 0.115
H -5.198 0.336 3.578 0.0 0.0 -0.3 0.128
H -5.324 5.205 -0.341 -0.2 -0.1 0.4 0.119
H -4.541 3.647 -0.467 0.0 -0.1 0.3 0.114
H -2.875 6.187 -0.068 0.0 -0.1 0.1 0.121
H -3.613 5.815 -1.600 -0.1 0.0 0.0 0.111
H -2.517 3.458 -1.437 0.0 0.0 -0.1 0.100
H -1.624 4.855 -2.009 0.2 -0.1 0.1 0.116
H -1.222 3.313 0.569 -0.3 0.2 0.2 0.086
H -0.988 5.063 0.596 0.4 0.0 0.1 0.121
H 1.311 4.985 0.962 0.2 0.1 -0.2 0.094
H 2.243 3.609 0.268 0.1 0.3 0.1 0.075
H 0.889 3.346 1.374 0.0 0.0 -0.1 0.088
H 0.387 1.301 0.541 0.3 0.2 0.2 0.077
H 0.750 0.494 -0.955 -0.2 0.3 -0.4 0.075
H 1.977 1.514 -0.265 0.0 0.1 0.3 0.081
N -2.252 0.248 -2.152 -0.1 0.1 -0.5 0.019
C -3.184 -0.540 -2.769 0.0 -0.1 0.1 -0.127
C -3.765 -1.333 -1.809 0.0 0.1 -0.1 -0.104
C -3.160 -1.000 -0.565 0.0 0.0 -0.1 -0.114
C -2.236 -0.019 -0.825 0.1 0.0 0.5 -0.151
H -1.662 0.931 -2.599 0.0 0.1 0.0 0.102
H -3.352 -0.471 -3.831 0.0 0.0 0.0 0.110
H -4.536 -2.065 -1.979 0.0 0.0 0.0 0.090
H -3.378 -1.428 0.399 0.0 0.0 0.0 0.071
H -1.567 0.525 -0.181 -0.1 -0.1 0.1 0.087
N 1.058 -0.755 -5.195 0.0 0.0 0.0 0.004
C 1.821 -0.228 -6.200 0.0 0.0 0.0 -0.146
C 1.794 1.136 -6.076 0.0 0.0 0.0 -0.109
C 0.986 1.445 -4.949 0.0 0.0 0.0 -0.107
C 0.549 0.256 -4.425 0.0 0.0 -0.1 -0.143
H 0.896 -1.735 -5.044 0.0 0.0 0.0 0.143
H 2.315 -0.866 -6.913 0.0 0.0 0.0 0.104
H 2.298 1.836 -6.722 0.0 0.0 0.0 0.088
H 0.754 2.424 -4.566 0.0 0.0 0.0 0.080
H -0.077 0.041 -3.578 0.1 0.0 0.0 0.078
N 0.324 -4.564 0.859 0.1 0.1 0.0 0.011
C 1.362 -5.406 1.150 -0.1 0.0 0.0 -0.148
C 2.505 -4.865 0.624 0.0 -0.1 0.1 -0.120
C 2.144 -3.644 -0.006 0.0 0.1 0.0 -0.112
C 0.793 -3.485 0.159 -0.1 0.0 0.0 -0.148
H -0.634 -4.713 1.119 0.0 0.0 0.0 0.142
H 1.197 -6.315 1.702 0.0 0.0 0.0 0.105
H 3.492 -5.295 0.683 0.0 0.0 0.0 0.089
H 2.800 -2.961 -0.520 0.0 0.0 0.0 0.088
H 0.126 -2.701 -0.162 0.0 0.0 0.0 0.099
N 5.132 3.732 1.704 0.0 0.0 0.0 -0.003
C 5.743 4.732 0.997 0.0 0.0 -0.1 -0.145
C 5.657 5.881 1.737 0.0 0.0 0.0 -0.112
C 4.972 5.561 2.940 0.0 0.0 0.0 -0.113
C 4.663 4.228 2.891 -0.1 -0.1 0.0 -0.149
H 5.041 2.780 1.399 0.0 0.0 0.0 0.139
H 6.182 4.540 0.033 0.0 0.0 0.0 0.104
H 6.043 6.845 1.449 0.0 0.0 0.0 0.090
H 4.734 6.233 3.748 0.0 0.0 0.0 0.090
H 4.152 3.592 3.594 0.0 0.0 0.0 0.105
N 3.175 -10.033 0.201 0.0 0.0 0.0 -0.002
C 2.660 -10.589 -0.938 0.0 0.0 0.0 -0.146
C 2.133 -9.578 -1.697 0.0 -0.1 0.0 -0.112
C 2.343 -8.363 -0.991 0.0 0.0 0.0 -0.112
C 2.990 -8.677 0.174 0.0 0.0 0.1 -0.150
H 3.621 -10.542 0.943 0.0 0.0 0.0 0.142
H 2.712 -11.651 -1.108 0.0 0.0 0.0 0.104
H 1.652 -9.696 -2.654 0.0 0.0 0.0 0.089
H 2.053 -7.373 -1.303 0.0 0.0 0.0 0.086
H 3.333 -8.056 0.985 0.0 0.0 0.0 0.098

---

(5)
16
Properties=species:S:1:pos:R:3:forces:R:3:lowdin_charge:R:1 method="wB97M-V/def2-TZVPD" orbital_gap_ev=9.91 fmax_ha_per_bohr=0.1274 total_charge=+1 homo_energy_ha=-0.50787 e_lumo_ev=-3.91
C -0.731 -0.105 -1.372 -5.1 0.1 -4.1 -0.095
C 0.279 -0.206 -0.378 1.9 1.6 2.5 -0.410
N 1.424 0.831 -0.545 -1.7 1.6 -3.4 0.197
C -0.273 0.166 0.995 0.6 1.4 3.7 -0.126
C -0.739 -1.087 1.801 0.4 1.1 -0.3 -0.254
O -0.898 -1.062 2.985 0.0 -0.3 -0.6 0.100
H -0.517 -0.348 -2.448 0.7 0.1 1.0 0.105
H -1.324 0.907 -1.490 1.3 -1.7 0.8 0.142
H -1.568 -0.912 -1.196 1.5 1.5 0.2 0.150
H 0.813 -1.146 -0.430 -0.1 -0.4 0.4 0.159
H 1.016 1.833 -0.457 0.9 -2.0 -0.3 0.214
H 1.849 0.716 -1.513 -0.5 0.4 1.3 0.199
H 2.143 0.727 0.122 1.0 -0.3 1.2 0.132
H -1.164 0.912 1.016 1.5 -1.2 -0.6 0.161
H 0.564 0.739 1.770 -2.2 -1.7 -2.2 0.197
H -0.873 -1.965 1.139 -0.2 -0.3 0.4 0.130

---

(6)
26
Properties=species:S:1:pos:R:3:forces:R:3:lowdin_charge:R:1 method="wB97M-V/def2-TZVPD" orbital_gap_ev=7.73 fmax_ha_per_bohr=0.0284 total_charge=+1 homo_energy_ha=-0.46714 e_lumo_ev=-4.98
C 1.455 -1.402 1.531 0.1 -0.2 0.1 -0.074
N 2.047 -0.065 1.461 -0.4 -0.1 -1.4 -0.084
C 3.321 -0.129 0.706 0.1 -0.1 0.6 -0.049
B 1.200 0.944 0.885 0.3 0.0 0.5 -0.534
O 1.468 2.256 1.090 -0.1 0.0 0.1 0.216
C 0.007 0.547 -0.123 -0.1 0.1 0.4 -0.039
C -1.261 0.142 0.255 0.1 0.0 0.0 0.048
C -2.197 -0.213 -0.702 0.0 0.1 0.1 -0.116
C -3.558 -0.717 -0.289 -0.1 -0.4 -0.2 -0.610
O -4.061 -1.637 -0.859 0.1 0.3 0.2 0.194
O -4.081 -0.137 0.816 -0.1 0.0 -0.1 -0.568
I -4.549 1.796 0.587 0.0 0.0 0.1 1.082
C -1.864 -0.164 -2.053 -0.3 -0.1 0.0 0.054
C -0.617 0.258 -2.403 0.2 0.0 -0.1 0.012
N 0.267 0.597 -1.445 0.0 0.0 -0.1 0.159
H 1.328 -1.872 0.547 0.0 0.0 -0.1 0.094
H 2.105 -2.055 2.109 0.0 0.0 0.1 0.100
H 0.487 -1.384 2.025 0.0 0.1 0.1 0.087
H 3.191 -0.654 -0.248 0.0 0.0 -0.1 0.088
H 4.044 -0.704 1.280 0.2 0.1 0.0 0.098
H 3.713 0.867 0.523 0.1 0.1 0.1 0.093
H 0.725 2.857 0.986 0.1 0.2 -0.3 0.121
H -1.493 0.094 1.309 -0.2 0.0 0.0 0.144
H -2.576 -0.449 -2.811 -0.1 -0.1 0.0 0.146
H -0.283 0.321 -3.426 0.1 0.1 -0.1 0.151
H 1.182 0.900 -1.752 0.1 0.0 0.0 0.187